# 1
78
Properties=species:S:1:pos:R:3:lowdin_spin:R:1 method="wB97M-V/def2-TZVPD" multiplicity=5 largest_force_ha_per_bohr=0.0123 e_tot_ev=-52912.4026
Os -0.222 -0.625 -0.319 2.75
C -2.597 1.540 1.882 0.01
O -1.385 0.811 1.726 0.06
C -0.496 0.791 2.764 0.00
C -0.827 1.171 4.061 0.00
C 0.114 1.091 5.076 -0.01
C 1.391 0.635 4.798 0.00
C 1.724 0.262 3.509 0.00
C 0.796 0.330 2.475 0.01
N 1.138 -0.080 1.141 0.00
N 2.364 -0.488 1.104 0.03
C 3.013 -0.968 0.051 0.06
C 2.589 -0.823 -1.315 0.06
O 1.504 -0.228 -1.614 0.23
C 3.459 -1.277 -2.366 0.01
C 4.657 -1.825 -2.082 0.02
C 5.133 -1.974 -0.735 0.01
C 6.388 -2.544 -0.480 0.00
C 6.845 -2.686 0.809 0.01
C 6.042 -2.264 1.871 0.00
C 4.803 -1.710 1.639 0.01
C 4.327 -1.544 0.332 0.00
H -2.388 2.548 2.248 0.00
H -3.274 1.023 2.566 0.00
H -3.042 1.595 0.892 0.00
H -1.824 1.514 4.285 0.00
H -0.160 1.382 6.079 0.00
H 2.133 0.568 5.579 0.00
H 2.722 -0.083 3.286 0.00
H 3.105 -1.156 -3.379 0.00
H 5.296 -2.169 -2.885 0.00
H 6.992 -2.871 -1.316 0.00
H 7.813 -3.126 1.000 0.00
H 6.392 -2.381 2.889 0.00
H 4.182 -1.406 2.467 0.00
C -0.972 -2.688 3.327 0.00
C -1.505 -2.542 1.903 0.02
C -2.409 -3.723 1.548 0.00
C -0.361 -2.421 0.886 0.12
H -1.792 -2.774 4.041 0.00
H -0.356 -1.837 3.620 0.00
H -0.360 -3.588 3.409 0.00
H -2.125 -1.638 1.880 0.01
H -1.840 -4.653 1.564 0.00
H -2.834 -3.614 0.551 0.00
H -3.231 -3.818 2.258 0.00
H -0.436 -3.211 0.135 0.02
H 0.608 -2.544 1.383 0.02
N -3.286 -5.633 -2.521 0.03
C -2.844 -4.578 -2.654 0.01
N -2.378 -3.379 -2.893 0.07
C -1.766 -2.561 -2.196 0.07
N -1.206 -1.670 -1.664 0.05
C -5.764 -1.440 -1.704 0.01
C -5.550 -0.551 -2.746 0.00
C -4.474 0.319 -2.707 0.01
C -3.573 0.301 -1.641 0.01
C -3.818 -0.580 -0.590 0.02
C -4.898 -1.445 -0.619 0.00
C -2.427 1.218 -1.679 0.07
C -1.183 1.081 -1.199 0.12
C -0.221 2.182 -1.457 0.02
C 0.052 2.566 -2.770 0.01
C 0.958 3.578 -3.040 0.00
C 1.612 4.226 -2.004 0.01
C 1.354 3.850 -0.693 0.00
C 0.454 2.833 -0.423 0.01
H -6.601 -2.123 -1.734 0.00
H -6.223 -0.536 -3.592 0.00
H -4.310 1.011 -3.523 0.00
H -3.146 -0.582 0.259 0.01
H -5.065 -2.125 0.204 0.00
H -2.633 2.138 -2.230 0.01
H -0.441 2.045 -3.580 0.00
H 1.157 3.858 -4.066 0.00
H 2.323 5.012 -2.215 0.00
H 1.858 4.349 0.123 0.00
H 0.267 2.542 0.601 0.00

***

# 2
80
Properties=species:S:1:pos:R:3:lowdin_spin:R:1 method="wB97M-V/def2-TZVPD" multiplicity=2 largest_force_ha_per_bohr=0.0111 total_charge=+1 e_tot_ev=-228584.7688
Cu 0.067 0.379 0.205 0.44
S -1.021 -1.503 0.360 0.19
C -1.795 -1.482 1.952 0.02
C -2.274 -2.704 2.445 0.01
C -2.934 -2.770 3.661 0.00
C -3.128 -1.620 4.421 0.01
C -2.650 -0.409 3.951 0.00
C -1.976 -0.333 2.729 0.01
As -1.223 1.334 2.106 0.06
C -2.414 2.610 2.935 0.02
C -3.722 2.665 2.453 0.00
C -4.622 3.569 2.998 0.00
C -4.214 4.429 4.013 0.00
C -2.912 4.374 4.489 0.00
C -2.006 3.466 3.950 0.00
C 0.383 1.429 3.195 0.01
C 1.243 2.508 3.005 0.00
C 2.461 2.559 3.669 0.00
C 2.832 1.525 4.522 0.00
C 1.974 0.453 4.724 0.00
C 0.751 0.404 4.062 0.00
H -2.129 -3.600 1.849 0.00
H -3.302 -3.725 4.018 0.00
H -3.642 -1.669 5.375 0.00
H -2.793 0.488 4.538 0.00
H -4.041 1.991 1.670 0.00
H -5.641 3.603 2.633 0.00
H -4.914 5.142 4.431 0.00
H -2.597 5.035 5.287 0.00
H -0.998 3.416 4.339 0.00
H 0.960 3.310 2.336 0.00
H 3.126 3.401 3.518 0.00
H 3.786 1.560 5.033 0.00
H 2.254 -0.343 5.407 0.00
H 0.065 -0.415 4.245 0.00
C 2.808 -3.721 -0.842 0.00
N 2.259 -3.442 0.483 0.01
C 2.107 -2.231 1.042 0.02
Se 2.448 -0.557 0.295 0.15
N 1.599 -2.424 2.265 0.00
C 1.375 -3.775 2.509 0.00
C 0.832 -4.458 3.588 0.00
C 0.751 -5.834 3.473 0.00
C 1.195 -6.500 2.320 0.00
C 1.734 -5.808 1.248 0.00
C 1.812 -4.430 1.373 0.00
H 3.109 -2.785 -1.297 0.00
H 2.052 -4.198 -1.463 0.00
H 3.671 -4.376 -0.749 0.00
H 1.343 -1.647 2.852 0.00
H 0.487 -3.936 4.476 0.00
H 0.332 -6.411 4.290 0.00
H 1.112 -7.580 2.266 0.00
H 2.072 -6.320 0.353 0.00
C -0.129 5.335 -3.787 0.00
N -0.040 3.964 -3.269 0.00
N 0.707 3.673 -2.144 0.00
C 0.223 2.515 -1.587 0.00
O 0.770 1.993 -0.572 0.02
C -0.873 2.103 -2.387 0.00
C -1.010 3.034 -3.378 0.00
C -2.046 3.144 -4.442 0.00
C 1.995 4.260 -1.932 0.00
C 2.466 4.428 -0.637 0.00
C 3.731 4.966 -0.441 0.00
C 4.514 5.352 -1.520 0.00
C 4.031 5.182 -2.810 0.00
C 2.778 4.624 -3.022 0.00
H 0.438 5.996 -3.144 0.00
H -1.166 5.661 -3.787 0.00
H 0.269 5.398 -4.794 0.00
H -1.469 1.213 -2.229 0.00
H -2.558 2.191 -4.551 0.00
H -1.605 3.419 -5.401 0.00
H -2.793 3.901 -4.184 0.00
H 1.855 4.132 0.203 0.00
H 4.103 5.087 0.571 0.00
H 5.498 5.778 -1.358 0.00
H 4.634 5.474 -3.661 0.00
H 2.429 4.448 -4.033 0.00

***

# 3
85
Properties=species:S:1:pos:R:3:mulliken_charge:R:1 method="wB97M-V/def2-TZVPD" largest_force_ha_per_bohr=0.0565 total_charge=-1 e_tot_ev=-77582.6546
Ce -1.166 0.877 1.956 0.42
N -2.842 -2.194 3.648 -0.10
C -2.270 -1.233 4.446 0.33
N -2.389 -1.153 5.768 -0.55
N -1.712 -0.065 6.103 -0.69
N -1.203 0.497 5.067 -0.30
N -1.519 -0.221 3.967 0.68
C -2.638 -2.240 2.294 0.38
N -2.798 -3.331 1.545 -0.81
N -2.493 -2.951 0.320 -0.57
N -2.170 -1.705 0.294 0.05
N -2.262 -1.185 1.538 0.30
H -3.163 -3.039 4.092 0.28
C -2.862 4.012 -2.731 -0.53
C -2.278 4.737 -1.705 -0.77
C -2.262 4.233 -0.420 0.36
C -2.814 2.977 -0.137 -0.63
C -3.394 2.252 -1.184 -0.05
C -3.420 2.774 -2.464 -0.67
N -2.754 2.451 1.163 0.26
C -3.625 2.968 2.073 0.69
C -4.789 3.679 1.708 -0.32
C -5.687 4.105 2.660 -0.64
C -5.463 3.868 4.007 -0.56
C -4.310 3.198 4.395 -0.84
C -3.402 2.763 3.455 -0.38
H -2.897 4.413 -3.732 0.40
H -1.840 5.706 -1.905 0.38
H -1.810 4.799 0.385 0.46
H -3.811 1.274 -0.972 0.47
H -3.884 2.214 -3.264 0.44
H -4.991 3.855 0.660 0.39
H -6.584 4.624 2.345 0.36
H -6.175 4.205 4.745 0.38
H -4.118 3.021 5.444 0.45
H -2.468 2.275 3.780 0.35
C 2.838 -6.799 -3.783 -1.58
C 2.478 -5.657 -2.879 0.89
C 3.333 -5.222 -1.879 -1.12
C 2.981 -4.167 -1.046 1.33
C 3.916 -3.726 0.044 -1.21
C 1.766 -3.511 -1.222 -1.07
Te 1.056 -1.864 0.117 0.35
N 0.932 0.053 1.329 -0.52
C 1.412 1.242 1.454 0.90
O 0.636 2.197 1.836 -0.71
C 2.844 1.582 1.199 0.18
C 3.237 2.915 1.256 -0.34
C 4.562 3.258 1.066 -0.68
C 5.504 2.277 0.807 -0.39
C 5.115 0.948 0.742 -0.79
C 3.792 0.601 0.943 -0.04
C 1.544 -0.555 -1.484 0.70
C 2.778 -0.706 -2.101 -0.52
C 3.216 0.194 -3.051 -0.87
C 2.412 1.266 -3.399 -0.67
C 1.168 1.402 -2.817 -0.57
C 0.717 0.497 -1.863 0.00
C -0.654 0.690 -1.299 -0.10
C 0.900 -3.941 -2.229 1.38
C -0.413 -3.257 -2.466 -1.11
C 1.261 -5.012 -3.034 -1.03
H 3.841 -7.164 -3.577 0.35
H 2.790 -6.485 -4.826 0.33
H 2.132 -7.618 -3.651 0.33
H 4.289 -5.711 -1.742 0.26
H 4.767 -4.398 0.121 0.43
H 3.391 -3.708 0.999 0.25
H 4.293 -2.721 -0.147 0.10
H 2.488 3.667 1.461 0.45
H 4.870 4.293 1.126 0.40
H 6.543 2.544 0.664 0.40
H 5.851 0.183 0.545 0.41
H 3.475 -0.435 0.917 0.59
H 3.402 -1.548 -1.846 0.30
H 4.184 0.064 -3.513 0.42
H 2.751 1.988 -4.126 0.39
H 0.518 2.221 -3.099 0.51
H -1.344 0.934 -2.107 0.86
H -0.639 1.544 -0.599 -0.46
H -1.006 -0.218 -0.792 -0.14
H -0.934 -3.063 -1.526 -0.05
H -1.053 -3.872 -3.096 0.47
H -0.248 -2.302 -2.970 0.24
H 0.575 -5.354 -3.799 0.36

***

# 4
80
Properties=species:S:1:pos:R:3:mulliken_charge:R:1 method="wB97M-V/def2-TZVPD" largest_force_ha_per_bohr=0.0079 total_charge=+1 e_tot_ev=-138890.0342
Sc -0.947 -0.257 0.790 -0.40
Cl -0.774 -0.558 3.756 -0.29
C -2.004 -1.706 3.198 1.29
C -2.311 -1.650 1.857 -1.15
C -3.290 -2.527 1.417 1.07
Cl -3.759 -2.480 -0.259 -0.19
C -3.915 -3.432 2.270 -0.30
Cl -5.109 -4.512 1.682 -0.16
C -3.555 -3.456 3.623 0.72
Cl -4.305 -4.561 4.689 -0.16
C -2.587 -2.575 4.108 -0.64
Cl -2.137 -2.576 5.762 -0.18
C -0.832 -0.437 -1.368 -0.78
Si 0.879 -1.070 -1.679 0.18
C 1.904 -0.139 -0.380 -0.96
N 1.345 -0.275 1.014 1.53
C 1.643 -1.637 1.600 -0.19
C 2.529 -1.581 2.832 -0.88
C 3.778 -0.758 2.534 -0.79
C 3.398 0.676 2.112 -0.89
C 1.897 0.809 1.876 -0.62
C 1.591 -0.690 -3.347 0.49
C 2.142 0.566 -3.624 -0.09
C 2.609 0.880 -4.892 -0.78
C 2.528 -0.061 -5.910 -0.49
C 1.982 -1.311 -5.657 -0.71
C 1.519 -1.623 -4.385 -0.39
C 0.920 -2.893 -1.326 -0.07
C -0.192 -3.532 -0.771 0.30
C -0.148 -4.867 -0.388 -0.73
C 1.020 -5.592 -0.573 -0.57
C 2.131 -4.986 -1.151 -0.79
C 2.081 -3.651 -1.525 0.07
H -1.586 -1.102 -1.799 0.60
H -0.897 0.529 -1.883 0.35
H 1.845 0.925 -0.639 0.44
H 2.965 -0.410 -0.383 0.45
H 2.139 -2.221 0.828 0.03
H 0.703 -2.164 1.814 0.12
H 2.788 -2.609 3.090 0.51
H 1.991 -1.176 3.691 0.31
H 4.338 -1.250 1.734 0.27
H 4.436 -0.740 3.402 0.44
H 3.943 0.975 1.216 0.22
H 3.670 1.397 2.885 0.58
H 1.672 1.757 1.388 -0.34
H 1.367 0.794 2.829 0.64
H 2.212 1.319 -2.844 0.24
H 3.040 1.854 -5.088 0.44
H 2.893 0.180 -6.900 0.39
H 1.920 -2.045 -6.450 0.42
H 1.101 -2.607 -4.204 0.37
H -1.131 -2.999 -0.657 -0.06
H -1.024 -5.341 0.038 0.50
H 1.062 -6.634 -0.283 0.41
H 3.036 -5.559 -1.313 0.43
H 2.958 -3.194 -1.973 0.46
Te -1.426 2.590 1.843 0.46
C -3.271 3.454 1.397 0.41
C -3.546 4.691 1.968 -0.61
C -4.747 5.318 1.659 -0.59
C -5.651 4.710 0.801 -0.49
C -5.370 3.469 0.246 -0.64
C -4.174 2.831 0.542 -0.22
C -0.267 3.424 0.287 0.61
C 0.889 4.132 0.601 -0.62
C 1.685 4.632 -0.422 -0.61
C 1.321 4.433 -1.748 -0.58
C 0.156 3.743 -2.056 -0.68
C -0.642 3.237 -1.039 -0.37
H -2.844 5.164 2.641 0.38
H -4.973 6.282 2.095 0.39
H -6.585 5.204 0.567 0.39
H -6.082 2.994 -0.416 0.41
H -3.960 1.859 0.116 0.43
H 1.173 4.297 1.634 0.49
H 2.583 5.186 -0.181 0.44
H 1.942 4.826 -2.542 0.45
H -0.133 3.595 -3.089 0.44
H -1.553 2.708 -1.288 0.45

***

# 5
79
Properties=species:S:1:pos:R:3:mulliken_charge:R:1 method="wB97M-V/def2-TZVPD" largest_force_ha_per_bohr=0.0712 total_charge=+2 e_tot_ev=-145613.7747
Sc -0.584 -2.264 1.269 -0.19
O -2.418 -2.539 2.029 -0.41
N -2.903 -1.831 3.025 0.62
C -3.994 -2.364 3.647 -0.33
C -4.739 -1.660 4.570 -0.63
C -4.250 -0.419 4.858 -0.46
C -3.198 0.158 4.165 -0.80
C -2.431 -0.589 3.297 0.76
S -1.046 -0.081 2.503 -0.26
H -4.342 -3.339 3.370 0.46
H -5.586 -2.202 5.064 0.39
H -4.795 0.284 5.433 0.42
H -2.958 1.180 4.229 0.54
N 1.484 -2.760 2.317 -0.10
C 0.610 -3.723 2.893 0.26
C 0.326 -4.873 2.198 -0.02
C -0.695 -5.789 2.645 -0.97
C -1.150 -5.543 3.920 -0.43
C -0.916 -4.352 4.620 -0.80
C -0.123 -3.374 4.068 -0.46
H 1.695 -2.099 3.051 0.25
H 2.366 -3.221 2.023 0.31
H 0.916 -5.097 1.275 0.41
H -0.978 -6.704 2.136 0.53
H -1.692 -6.282 4.508 0.41
H -1.295 -4.188 5.541 0.64
H 0.027 -2.470 4.612 0.51
C -0.338 1.247 -0.583 -0.89
C 0.808 1.998 0.062 -1.37
As 0.356 3.901 -0.220 0.10
C 2.010 4.814 0.108 0.31
C 1.997 6.135 -0.333 -0.57
C 3.197 6.792 -0.352 -0.51
C 4.351 6.160 0.086 -0.43
C 4.352 4.860 0.445 -0.70
C 3.146 4.174 0.535 0.29
C 0.325 3.613 -2.184 -0.15
C 1.489 3.451 -2.923 0.07
C 1.517 3.264 -4.314 -0.92
C 0.285 3.168 -4.978 -0.32
C -0.907 3.332 -4.244 -0.56
C -0.901 3.585 -2.881 -0.21
P 0.250 -0.525 -0.567 1.41
C -1.286 -1.576 -1.048 -0.31
C -1.073 -2.892 -1.396 0.12
C -2.148 -3.699 -1.758 -0.85
C -3.432 -3.159 -1.674 -0.59
C -3.657 -1.875 -1.218 -0.79
C -2.601 -1.053 -0.852 -0.49
C 1.488 -0.742 -1.893 0.69
C 2.828 -1.209 -1.706 -0.48
C 3.644 -1.313 -2.822 -0.57
C 3.239 -0.820 -4.030 -0.54
C 2.031 -0.239 -4.199 -0.68
C 1.145 -0.177 -3.157 -0.28
H -0.492 1.582 -1.582 0.44
H -1.185 1.383 0.044 0.67
H 1.791 1.756 -0.375 0.65
H 0.767 1.841 1.145 0.57
H 1.055 6.590 -0.646 0.39
H 3.327 7.745 -0.871 0.35
H 5.252 6.753 0.111 0.38
H 5.331 4.533 0.749 0.38
H 3.056 3.066 0.832 0.16
H 2.474 3.497 -2.416 0.33
H 2.460 3.117 -4.848 0.46
H 0.379 2.938 -6.041 0.44
H -1.880 3.132 -4.664 0.41
H -1.765 3.748 -2.260 0.50
H -0.070 -3.119 -1.664 0.51
H -2.013 -4.679 -2.184 0.57
H -4.257 -3.720 -2.059 0.50
H -4.661 -1.435 -1.153 0.46
H -2.731 -0.073 -0.454 0.54
H 3.308 -1.518 -0.777 0.40
H 4.609 -1.759 -2.667 0.45
H 3.900 -0.890 -4.888 0.40
H 1.770 0.168 -5.155 0.56
H 0.130 0.271 -3.347 0.09

***

# 6
85
Properties=species:S:1:pos:R:3:mulliken_charge:R:1 method="wB97M-V/def2-TZVPD" largest_force_ha_per_bohr=0.0157 total_charge=+1 e_tot_ev=-70040.4626
Tl -0.170 -0.337 0.438 2.21
N -3.007 0.865 3.694 -0.27
C -2.299 0.098 2.850 0.42
S -0.587 -0.022 3.077 -0.44
N -3.008 -0.549 1.933 -1.58
N -2.210 -1.273 1.134 0.79
C -2.545 -2.418 0.700 -0.92
C -1.497 -3.217 0.054 1.23
C -1.679 -4.580 -0.136 -1.03
C -0.607 -5.349 -0.554 -0.47
C 0.616 -4.735 -0.782 -1.27
C 0.709 -3.368 -0.605 -0.25
N -0.321 -2.624 -0.197 -0.06
H -2.536 1.424 4.381 0.23
H -3.996 0.969 3.541 0.27
H -3.504 -2.864 0.945 0.45
H -2.643 -5.021 0.070 0.52
H -0.723 -6.416 -0.692 0.46
H 1.484 -5.291 -1.100 0.52
H 1.632 -2.844 -0.815 0.77
C 2.599 4.048 -1.550 -1.56
C 1.924 2.737 -1.758 0.49
C 1.772 2.022 -2.926 -1.14
C 1.039 0.882 -2.586 -0.34
N 0.797 0.897 -1.268 1.05
N 1.331 2.052 -0.766 0.25
B 1.155 2.511 0.709 -1.59
N -0.368 2.685 0.954 1.29
N -1.225 1.798 0.387 0.14
C -2.449 2.310 0.449 -0.51
C -2.397 3.549 1.098 -1.35
C -1.061 3.757 1.391 0.54
C -0.412 4.933 2.036 -1.41
C -3.589 1.610 -0.154 0.84
C -4.884 1.843 0.298 -0.86
C -5.953 1.159 -0.256 -0.84
C -5.742 0.239 -1.273 -0.52
C -4.455 0.020 -1.747 -0.72
C -3.387 0.705 -1.193 0.16
N 1.847 1.458 1.630 0.93
N 1.962 0.173 1.196 -0.42
C 2.787 -0.463 2.030 -0.34
C 3.214 0.418 3.021 -1.26
C 2.602 1.628 2.728 0.74
C 2.688 2.925 3.449 -1.44
C 3.213 -1.846 1.771 0.78
C 3.301 -2.775 2.805 -0.58
C 3.758 -4.058 2.549 -0.81
C 4.147 -4.418 1.265 -0.47
C 4.076 -3.490 0.235 -0.55
C 3.608 -2.209 0.486 -0.30
C 0.576 -0.163 -3.519 0.82
C -0.258 -1.202 -3.131 0.79
C -0.687 -2.161 -4.034 -1.23
C -0.287 -2.092 -5.361 -0.56
C 0.535 -1.052 -5.768 -0.81
C 0.960 -0.097 -4.859 -0.83
H 3.010 4.396 -2.495 0.40
H 3.413 3.968 -0.830 0.30
H 1.900 4.798 -1.183 0.29
H 2.130 2.313 -3.895 0.56
H 1.693 3.561 0.873 -0.16
H -3.205 4.235 1.279 0.58
H -1.165 5.683 2.269 0.43
H 0.333 5.387 1.385 0.24
H 0.086 4.649 2.963 0.17
H -5.054 2.552 1.098 0.42
H -6.955 1.343 0.108 0.40
H -6.578 -0.291 -1.708 0.44
H -4.286 -0.671 -2.563 0.50
H -2.390 0.568 -1.602 0.80
H 3.908 0.223 3.819 0.59
H 3.467 2.878 4.208 0.43
H 1.741 3.144 3.947 0.18
H 2.910 3.748 2.771 0.27
H 2.996 -2.495 3.804 0.49
H 3.819 -4.777 3.355 0.44
H 4.522 -5.414 1.074 0.45
H 4.404 -3.758 -0.761 0.44
H 3.581 -1.470 -0.305 0.54
H -0.608 -1.278 -2.113 0.19
H -1.341 -2.958 -3.700 0.50
H -0.621 -2.835 -6.072 0.43
H 0.849 -0.982 -6.800 0.41
H 1.598 0.705 -5.199 0.34